C28H19F3FeN7O4S as an isolated structure, computed with wB97M-V/def2-TZVPD.

```
! wB97M-V def2-TZVPD RIJCOSX def2/J DEFGRID3
* xyz -1 1
Fe 0.55102 0.20064 0.52726
C 1.51517 -2.24513 3.84347
C 0.58714 -3.27322 3.77601
C -0.51787 -3.12116 2.96929
C -0.67940 -1.95797 2.21125
N 0.23757 -0.96943 2.26472
C 1.29222 -1.12376 3.06918
N -1.87105 -1.89465 1.48618
C -2.15637 -0.88539 0.74687
N -1.36856 0.18597 0.44426
C -2.13274 1.21669 0.04948
N -1.82090 2.47879 0.03852
C -0.68772 2.92013 0.70077
C -0.63104 4.31149 0.90436
C 0.39989 4.87304 1.61397
C 1.38955 4.04134 2.13452
C 1.29398 2.69101 1.88219
N 0.30221 2.12776 1.17406
C -3.50468 0.70538 -0.23663
C -4.63230 1.30404 -0.75671
C -5.78479 0.52695 -0.85609
C -5.79970 -0.79392 -0.41502
C -4.66304 -1.37960 0.13935
C -3.51935 -0.61356 0.20347
H 2.41191 -2.31757 4.44143
H 0.72648 -4.18365 4.34622
H -1.28123 -3.88128 2.88803
H 2.01264 -0.31815 3.05392
H -1.43452 4.90195 0.48881
H 0.43779 5.94444 1.76841
H 2.22542 4.42660 2.70038
H 2.06082 2.00743 2.21862
H -4.61187 2.33821 -1.07443
H -6.68609 0.95533 -1.27715
H -6.71206 -1.37097 -0.50175
H -4.66493 -2.39844 0.50302
O 0.69691 -1.61510 -0.20590
C 0.50469 -2.02100 -1.40623
C 0.31905 -3.41224 -1.64483
C 0.06201 -3.91030 -2.89599
C -0.02535 -3.05687 -4.00530
C 0.18003 -1.70910 -3.80913
C 0.45711 -1.17085 -2.54759
C 0.78430 0.23868 -2.41306
N 0.85143 0.94971 -1.30192
C 1.25357 2.21731 -1.65326
C 1.47173 2.27116 -2.98943
N 1.15059 1.01741 -3.46300
H 0.38655 -4.06074 -0.78029
H -0.08186 -4.97716 -3.02625
H -0.24841 -3.44263 -4.99099
H 0.09758 -1.05145 -4.67005
H 1.40515 2.99016 -0.92076
H 1.81865 3.06120 -3.62930
H 1.25602 0.69349 -4.40552
F 6.23322 0.24311 0.08519
C 5.06563 0.73953 0.51787
F 4.84436 1.88778 -0.13891
F 5.21539 1.04611 1.81947
S 3.69463 -0.46427 0.26296
O 3.65072 -0.63479 -1.16179
O 4.08000 -1.59018 1.07082
O 2.59264 0.33167 0.83290
*
```

Output
- strongest force on any atom (eV/A) = 0.370
- molecular weight (g/mol) = 662.41
- DFT total energy (a.u.) = -3724.4072



A 2-piece molecular cluster, C28H19F6O4S3 overall in a non-equilibrium geometry, computed with wB97M-V/def2-TZVPD.

```
! wB97M-V def2-TZVPD RIJCOSX def2/J DEFGRID3
* xyz -1 1
C -3.06203 2.61863 -1.88920
C -2.21525 2.52932 -2.99871
C -0.87632 2.17248 -2.83335
C -0.39408 1.89089 -1.55413
S 1.31342 1.37911 -1.37642
C 1.29881 -0.38456 -1.54735
C 0.32110 -1.14234 -0.98952
C 0.17094 -2.56805 -1.23479
C 0.42847 -3.16662 -2.49494
C 0.34419 -4.55025 -2.64749
C 0.00694 -5.36581 -1.55814
C -0.30909 -4.77788 -0.32808
C -0.27254 -3.39069 -0.18932
S 2.82147 -1.16156 -2.18304
C 4.14989 -0.03658 -1.71199
C 4.95508 0.54361 -2.68959
C 6.00088 1.38094 -2.29667
C 6.24450 1.60882 -0.93849
C 5.44650 0.99124 0.03145
C 4.41074 0.14350 -0.35457
O 3.06931 -2.36449 -1.42369
O 2.76732 -1.18920 -3.62773
O 2.03776 1.92110 -2.50742
O 1.72122 1.69837 -0.02756
C -1.22947 1.99115 -0.43659
C -2.57263 2.33442 -0.60812
H -4.10487 2.91321 -2.02290
H -2.58821 2.73552 -4.00266
H -0.20091 2.10437 -3.68426
H -0.40934 -0.63193 -0.35580
H 0.66419 -2.54941 -3.36594
H 0.57635 -4.99580 -3.61838
H -0.02636 -6.45093 -1.67119
H -0.57905 -5.39349 0.53227
H -0.50819 -2.90263 0.76246
H 4.74106 0.35321 -3.73936
H 6.62016 1.85061 -3.06284
H 7.06455 2.26160 -0.63078
H 5.62082 1.15879 1.09501
H 3.80493 -0.37566 0.38565
H -0.82973 1.78283 0.55763
H -3.22787 2.38146 0.26421
F -1.24860 3.48275 4.96039
C -2.44789 2.83112 5.00228
F -2.73227 2.59117 6.32501
F -3.40020 3.70920 4.54944
C -2.43554 1.55616 4.19057
C -3.65722 1.09818 3.69693
C -3.67020 -0.08045 2.95103
C -4.98055 -0.57145 2.38956
F -4.79783 -1.32342 1.26024
F -5.66370 -1.35421 3.28673
F -5.80949 0.46567 2.05261
C -2.51210 -0.79867 2.71348
C -1.24789 -0.21804 3.02091
S 0.10706 -0.73217 2.19087
C -1.25559 0.87039 3.95045
H -4.57238 1.64343 3.88562
H -2.55104 -1.74067 2.17664
H -0.31919 1.22363 4.36955
*
```

Output
- strongest force on any atom (eV/A) = 1.532
- molecular weight (g/mol) = 629.65
- DFT total energy (a.u.) = -3173.1688



C28H20BeF4N7 as an isolated structure, computed with wB97M-V/def2-TZVPD.

```
! wB97M-V def2-TZVPD RIJCOSX def2/J DEFGRID3
* xyz 1 1
Be 0.26256 0.31918 0.56738
C 2.21733 -0.85508 -0.80294
N 1.95569 0.17548 0.22953
C 2.71933 -0.12224 1.46459
C 2.26074 1.52752 -0.26065
C 3.48633 1.89000 -0.77829
C 3.64670 3.17166 -1.28419
C 2.56178 4.04027 -1.27995
C 1.33368 3.67095 -0.75188
C 1.17332 2.40117 -0.19694
N 0.01593 1.82257 0.33411
C -1.15314 2.54989 0.61724
C -1.15140 3.83162 1.15955
C -2.34307 4.49629 1.39972
C -3.55597 3.89396 1.09979
C -3.56420 2.60638 0.58438
C -2.37707 1.92096 0.36853
N -2.34553 0.57560 -0.15379
C -2.43981 0.56910 -1.61361
C -3.34671 -0.30340 0.43630
H 3.28153 -0.90879 -1.03376
H 1.67137 -0.59925 -1.70948
H 1.88646 -1.82520 -0.43365
H 3.78906 -0.13440 1.25273
H 2.42245 -1.09708 1.85136
H 2.51258 0.64871 2.20499
H 4.31062 1.18744 -0.80136
H 4.59856 3.48103 -1.69039
H 2.66996 5.02902 -1.70541
H 0.50317 4.35927 -0.78786
H -0.21316 4.30396 1.41698
H -2.31930 5.49017 1.82605
H -4.48601 4.41816 1.26933
H -4.50647 2.12721 0.35274
H -3.39399 0.97734 -1.96987
H -2.34543 -0.45396 -1.98038
H -1.63285 1.17019 -2.03303
H -4.37742 -0.02525 0.18844
H -3.25086 -0.30026 1.52335
H -3.20014 -1.31681 0.05783
F 0.39143 -2.06488 3.91117
C -0.26370 -3.15496 4.31070
C -0.06413 -3.62294 5.54911
F 0.77089 -2.98910 6.34417
C -0.74470 -4.81213 6.05215
C -1.63961 -5.44541 5.08935
C -1.83041 -4.96739 3.85006
F -2.65256 -5.59907 3.02934
C -1.16588 -3.77632 3.36558
C -1.38387 -3.28537 2.11127
C -0.75486 -2.10138 1.60737
N -0.34478 -1.12844 1.16469
C -2.26700 -3.86378 1.13948
N -2.94114 -4.24335 0.29122
F -2.27803 -6.53484 5.45486
C -0.56229 -5.28503 7.30883
C 0.32686 -4.68123 8.26309
N 1.03705 -4.25983 9.06007
C -1.23439 -6.44203 7.83266
N -1.74362 -7.34390 8.32697
*
```

Output
- strongest force on any atom (eV/A) = 0.489
- molecular weight (g/mol) = 539.52
- DFT total energy (a.u.) = -1876.2408



C28H20Cl5F3MnO2P as an isolated structure in a non-equilibrium geometry, computed with wB97M-V/def2-TZVPD.

```
! wB97M-V def2-TZVPD RIJCOSX def2/J DEFGRID3
* xyz 0 5
Mn 0.78772 -0.15398 0.04456
O 0.24248 1.75793 -0.73119
C 0.34160 1.79981 0.50225
C -0.45052 2.39534 1.55515
C -1.07960 3.64087 1.52644
C -1.72079 4.09438 2.66934
C -1.75859 3.31512 3.81951
C -1.13100 2.07126 3.84767
C -0.46798 1.61806 2.72326
P 0.51122 0.08861 2.51740
C -0.33497 -1.19979 3.48504
C -0.43630 -1.12600 4.87456
C -1.13250 -2.09681 5.57701
C -1.72863 -3.15281 4.89990
C -1.61105 -3.24718 3.52180
C -0.91168 -2.27696 2.81813
C 2.04070 0.42908 3.42913
C 2.78227 -0.62212 3.96602
C 3.99520 -0.36755 4.58451
C 4.48067 0.93067 4.66065
C 3.75225 1.97767 4.11626
C 2.53424 1.73001 3.49995
H -1.05717 4.23701 0.62325
H -2.20835 5.06090 2.66135
H -2.27540 3.67558 4.69881
H -1.17178 1.46830 4.74551
H 0.05121 -0.31953 5.40902
H -1.20403 -2.03384 6.65503
H -2.26774 -3.91234 5.45072
H -2.04471 -4.08633 2.99367
H -0.75991 -2.39165 1.75082
H 2.41712 -1.63797 3.88663
H 4.56721 -1.18666 5.00008
H 5.43104 1.12549 5.14028
H 4.13172 2.98959 4.16946
H 1.96671 2.54936 3.07664
Cl -0.64953 -2.96493 -1.22954
C 0.10206 -1.87418 -2.36421
C 0.83585 -0.79494 -1.88977
C 1.61363 -0.12175 -2.82149
Cl 2.69797 1.09501 -2.23326
C 1.57923 -0.41173 -4.18157
Cl 2.53678 0.48278 -5.29526
C 0.75349 -1.43799 -4.63488
Cl 0.65894 -1.79254 -6.31513
C 0.02552 -2.19338 -3.71907
Cl -0.94019 -3.50926 -4.26404
F 1.77527 -2.53246 1.50753
C 2.11723 -1.73633 0.44178
F 2.42664 -2.60678 -0.54160
F 3.30373 -1.15781 0.80335
C -3.65225 0.88913 -0.16051
C -2.42737 0.28534 -0.81135
O -1.52026 -0.22560 0.18763
H -4.30303 1.32362 -0.92036
H -3.36341 1.67356 0.54018
H -4.22509 0.13265 0.38050
H -1.85821 1.03105 -1.36106
H -2.68997 -0.52498 -1.49550
H -1.94820 -0.96243 0.63638
*
```

Output
- strongest force on any atom (eV/A) = 1.249
- molecular weight (g/mol) = 708.64
- DFT total energy (a.u.) = -5322.3197



> The highest strongest force on any atom belongs to which entry?

C28H19F6O4S3